Entry 1:
Formula: C3H9NO2S
Source: the Open Molecules 2025 dataset
Level of theory: ωB97M-V with the def2-TZVPD basis set

Results
Max |F| ... 0.985 eV Å⁻¹
Frontier orbital gap ... 6.020 eV
Net charge ... -2
2S+1 ... 1
HOMO energy ... -0.0077 Ha
ΔE to the lowest compared entry with this formula, charge and spin ... 18.0 kcal per mole

The geometry in XYZ format:
```
16
C3H9NO2S | the Open Molecules 2025 dataset | ωB97M-V with the def2-TZVPD basis set
C 0.49 0.51 0.50
O 1.89 0.72 0.31
C -0.20 0.11 -0.79
C -1.39 -0.83 -0.59
S -2.70 -0.11 0.47
N -0.57 1.27 -1.63
H 0.33 -0.16 1.35
H 0.13 1.49 0.82
H 0.56 -0.41 -1.40
H -1.00 -1.72 -0.11
H -1.84 -1.03 -1.56
H -1.28 1.78 -1.07
H 0.23 1.89 -1.55
H 2.34 -0.13 0.28
H 3.98 -0.91 0.14
O 4.51 -1.30 0.85
```

---

Entry 2:
Formula: C26H59BCl2N2O2
Source: the Open Molecules 2025 dataset
Level of theory: ωB97M-V with the def2-TZVPD basis set

Results
Max |F| ... 1.841 eV Å⁻¹
Frontier orbital gap ... 9.351 eV
2S+1 ... 1
Structure (SMILES) ... C/C(Cl)=C(/Cl)[C@H](N)COCB(O)N(C)C.CCCCCC.CCCCCC.CCCCCC
HOMO energy ... -0.3260 Ha

The geometry in XYZ format:
```
92
C26H59BCl2N2O2 | the Open Molecules 2025 dataset | ωB97M-V with the def2-TZVPD basis set
C -4.36 3.64 -0.06
C -4.99 3.90 -1.40
Cl -5.15 5.58 -1.79
C -5.42 2.95 -2.25
Cl -6.13 3.35 -3.77
C -5.28 1.48 -1.99
N -4.34 0.89 -2.96
C -6.62 0.74 -2.10
O -7.64 1.49 -1.48
C -8.88 0.78 -1.50
B -10.14 1.70 -1.15
O -10.88 1.35 -0.01
N -10.61 2.77 -1.97
C -9.56 3.41 -2.78
C -11.34 3.80 -1.20
H -3.39 3.17 -0.19
H -4.98 2.98 0.53
H -4.25 4.57 0.48
H -4.91 1.29 -0.99
H -4.65 -0.04 -3.20
H -3.42 0.87 -2.55
H -6.85 0.54 -3.15
H -6.52 -0.20 -1.55
H -9.04 0.27 -2.45
H -8.82 -0.01 -0.74
H -10.51 1.71 0.79
H -9.99 4.25 -3.32
H -8.73 3.78 -2.20
H -9.18 2.73 -3.54
H -10.75 4.20 -0.38
H -12.28 3.40 -0.83
H -11.59 4.63 -1.86
C -1.22 0.52 -0.52
C -0.25 0.34 0.64
C 0.29 1.65 1.20
C 1.10 2.49 0.21
C 2.29 1.76 -0.40
C 3.34 1.34 0.62
H -0.74 1.01 -1.37
H -1.60 -0.44 -0.86
H -2.07 1.13 -0.21
H 0.58 -0.31 0.33
H -0.76 -0.20 1.45
H 0.90 1.43 2.08
H -0.55 2.25 1.57
H 1.44 3.39 0.72
H 0.44 2.83 -0.60
H 2.76 2.43 -1.13
H 1.95 0.89 -0.96
H 3.73 2.20 1.17
H 4.18 0.85 0.13
H 2.93 0.63 1.35
C 4.41 -5.31 -0.09
C 4.77 -4.38 -1.25
C 4.62 -2.90 -0.91
C 3.20 -2.46 -0.55
C 2.15 -2.73 -1.62
C 2.41 -1.99 -2.93
H 3.37 -5.20 0.21
H 4.57 -6.35 -0.36
H 5.04 -5.09 0.78
H 4.16 -4.64 -2.12
H 5.81 -4.57 -1.54
H 4.98 -2.31 -1.76
H 5.28 -2.66 -0.07
H 3.22 -1.39 -0.34
H 2.90 -2.95 0.38
H 1.17 -2.43 -1.23
H 2.07 -3.81 -1.81
H 2.44 -0.92 -2.76
H 1.61 -2.19 -3.65
H 3.35 -2.30 -3.39
C 5.93 -0.49 2.29
C 7.41 -0.84 2.29
C 7.68 -2.33 2.52
C 7.20 -2.87 3.87
C 7.77 -2.16 5.09
C 9.29 -2.27 5.20
H 5.46 -0.70 3.25
H 5.78 0.57 2.08
H 5.39 -1.05 1.52
H 7.93 -0.24 3.04
H 7.84 -0.56 1.32
H 8.75 -2.51 2.41
H 7.20 -2.90 1.72
H 7.45 -3.93 3.92
H 6.10 -2.82 3.91
H 7.32 -2.59 5.98
H 7.48 -1.10 5.08
H 9.60 -3.32 5.25
H 9.65 -1.78 6.10
H 9.79 -1.81 4.35
```

---

Entry 3:
Formula: C38H80Br2ClNO10P
Source: the Open Molecules 2025 dataset
Level of theory: ωB97M-V with the def2-TZVPD basis set

Results
Max |F| ... 7.991 eV Å⁻¹
Frontier orbital gap ... 6.948 eV
Net charge ... -1
2S+1 ... 1
HOMO energy ... -0.1796 Ha

The geometry in XYZ format:
```
133
C38H80Br2ClNO10P | the Open Molecules 2025 dataset | ωB97M-V with the def2-TZVPD basis set
C 2.55 -1.78 -1.31
C 2.34 -3.40 -1.22
C 3.51 -4.39 -1.87
C 3.46 -6.03 -1.81
C 2.16 -6.71 -1.05
C 1.01 -5.73 -0.42
C 1.04 -4.06 -0.47
C -0.18 -3.21 0.26
N -1.31 -2.79 -0.63
P -0.82 -2.37 -2.28
O -1.47 -3.48 -3.49
Cl -1.69 -0.44 -2.76
C -2.58 -3.55 -0.49
Br -4.13 -2.79 -1.59
Br -2.48 -5.51 -1.02
C -3.21 -3.58 1.06
O -3.36 -4.78 1.69
O -3.62 -2.39 1.81
H 3.64 -1.61 -1.77
H 2.58 -1.25 -0.25
H 1.82 -1.22 -2.04
H 4.47 -3.92 -2.41
H 4.28 -6.76 -2.23
H 2.02 -7.88 -0.91
H 0.11 -6.23 0.14
H -0.46 -3.82 1.22
H 0.33 -2.21 0.66
H -0.75 -3.67 -4.17
C 5.62 -3.22 -6.75
C 4.94 -2.52 -5.58
O 5.63 -2.68 -4.34
C 6.97 -2.18 -4.30
C 7.07 -0.69 -4.57
H 5.73 -4.29 -6.54
H 5.02 -3.11 -7.66
H 6.61 -2.82 -6.94
H 3.95 -2.96 -5.44
H 4.78 -1.46 -5.79
H 7.61 -2.75 -4.98
H 7.34 -2.38 -3.29
H 6.72 -0.43 -5.57
H 8.10 -0.35 -4.48
H 6.45 -0.13 -3.86
C -2.52 -1.03 4.10
C -1.81 -2.17 4.80
O -0.39 -2.13 4.66
C 0.26 -0.97 5.17
C 0.05 -0.76 6.66
H -2.27 -1.02 3.03
H -3.61 -1.14 4.20
H -2.24 -0.06 4.51
H -2.14 -3.12 4.36
H -2.08 -2.22 5.86
H -0.04 -0.09 4.60
H 1.33 -1.11 4.98
H -1.00 -0.61 6.90
H 0.61 0.11 7.01
H 0.39 -1.64 7.22
C -10.92 -1.73 -2.03
C -10.12 -3.02 -2.10
O -8.91 -2.89 -2.85
C -7.97 -1.94 -2.37
C -7.48 -2.23 -0.97
H -11.17 -1.37 -3.03
H -11.86 -1.89 -1.48
H -10.37 -0.93 -1.52
H -10.72 -3.78 -2.61
H -9.90 -3.41 -1.10
H -8.37 -0.93 -2.45
H -7.11 -1.98 -3.06
H -8.29 -2.19 -0.23
H -6.72 -1.49 -0.66
H -7.03 -3.23 -0.91
C -4.77 3.21 -7.48
C -3.36 2.89 -7.01
O -2.96 3.62 -5.86
C -3.75 3.44 -4.68
C -3.78 2.00 -4.19
H -4.86 4.28 -7.69
H -5.01 2.65 -8.39
H -5.52 2.96 -6.73
H -2.66 3.15 -7.81
H -3.24 1.81 -6.83
H -4.77 3.82 -4.84
H -3.31 4.07 -3.90
H -4.23 1.33 -4.93
H -4.37 1.93 -3.27
H -2.76 1.64 -4.00
C -0.05 3.30 -1.85
C 0.66 2.16 -1.15
O 2.08 2.20 -1.29
C 2.74 3.36 -0.78
C 2.53 3.57 0.71
H 0.20 3.31 -2.92
H -1.13 3.20 -1.75
H 0.23 4.27 -1.45
H 0.33 1.21 -1.59
H 0.39 2.12 -0.09
H 2.44 4.25 -1.35
H 3.81 3.23 -0.97
H 1.47 3.72 0.95
H 3.08 4.45 1.05
H 2.87 2.69 1.27
C 3.73 -1.74 8.59
C 4.31 -2.24 9.90
O 4.30 -1.26 10.94
C 3.02 -0.76 11.32
C 2.08 -1.83 11.84
H 4.26 -0.85 8.24
H 3.80 -2.51 7.82
H 2.67 -1.47 8.69
H 5.36 -2.51 9.74
H 3.81 -3.15 10.24
H 2.57 -0.20 10.49
H 3.20 -0.03 12.12
H 1.86 -2.58 11.08
H 1.13 -1.38 12.16
H 2.53 -2.35 12.69
C 1.98 8.97 1.56
C 3.08 7.99 1.19
O 2.66 7.00 0.24
C 2.23 7.49 -1.02
C 3.29 8.28 -1.77
H 1.11 8.44 1.96
H 2.34 9.67 2.32
H 1.65 9.55 0.70
H 3.38 7.44 2.09
H 3.98 8.50 0.84
H 1.31 8.08 -0.90
H 1.95 6.62 -1.62
H 3.59 9.18 -1.22
H 2.91 8.60 -2.75
H 4.19 7.67 -1.91
```

---

Entry 4:
Formula: C30H39N6ORuS2
Source: the Open Molecules 2025 dataset
Level of theory: ωB97M-V with the def2-TZVPD basis set

Results
Max |F| ... 0.419 eV Å⁻¹
Frontier orbital gap (spin up / spin down) ... 6.848 / 6.337 eV
Net charge ... +2
2S+1 ... 2
HOMO energy (spin up / spin down) ... -0.5065 / -0.5065 Ha
ΔE to the lowest compared entry with this formula, charge and spin ... 0.0 kcal per mole

The geometry in XYZ format:
```
79
C30H39N6ORuS2 | the Open Molecules 2025 dataset | ωB97M-V with the def2-TZVPD basis set
Ru -0.95 0.98 -0.55
C -5.66 0.21 3.24
C -4.99 -0.72 2.24
N -4.85 -0.10 0.92
C -3.75 0.34 0.33
S -2.18 0.08 1.14
N -3.89 0.94 -0.83
N -2.72 1.39 -1.36
C -2.75 2.17 -2.40
C -4.02 2.60 -3.05
C -1.44 2.66 -2.85
C -1.30 3.57 -3.89
C -0.03 4.04 -4.20
C 1.06 3.61 -3.46
C 0.84 2.70 -2.44
N -0.37 2.23 -2.15
H -5.84 -0.32 4.17
H -6.62 0.56 2.86
H -5.03 1.07 3.45
H -5.57 -1.64 2.11
H -4.00 -1.02 2.58
H -5.71 0.13 0.44
H -4.82 1.90 -2.81
H -3.91 2.65 -4.13
H -4.31 3.59 -2.68
H -2.16 3.91 -4.43
H 0.10 4.75 -5.01
H 2.06 3.96 -3.67
H 1.66 2.33 -1.83
C 0.17 -1.75 -0.62
C 0.42 -3.10 -1.35
N -0.01 -3.02 -2.74
C -1.43 -2.75 -2.79
C -1.78 -1.43 -2.05
N -0.52 -0.79 -1.55
C 0.39 -0.57 -2.72
C 0.71 -1.93 -3.39
H 1.11 -1.28 -0.31
H -0.46 -1.87 0.25
H -0.13 -3.90 -0.86
H 1.48 -3.35 -1.32
H -1.97 -3.59 -2.33
H -1.74 -2.70 -3.83
H -2.43 -1.60 -1.19
H -2.27 -0.72 -2.71
H 1.29 -0.08 -2.34
H -0.12 0.10 -3.41
H 1.78 -2.13 -3.33
H 0.43 -1.91 -4.44
O 0.97 1.00 0.26
S 1.52 1.29 1.68
C 1.05 -0.15 2.67
C 1.66 -0.07 4.04
C 2.40 -1.15 4.52
C 2.98 -1.10 5.78
C 2.83 0.03 6.57
C 2.09 1.11 6.10
C 1.50 1.05 4.85
C 3.31 1.02 1.50
C 3.67 -0.13 0.61
C 3.83 -1.41 1.13
C 4.17 -2.47 0.29
C 4.36 -2.25 -1.07
C 4.21 -0.97 -1.59
C 3.87 0.09 -0.75
H 1.36 -1.03 2.12
H -0.04 -0.11 2.70
H 2.51 -2.04 3.91
H 3.55 -1.95 6.15
H 3.29 0.07 7.55
H 1.96 1.99 6.72
H 0.91 1.89 4.50
H 3.67 0.90 2.53
H 3.69 1.97 1.12
H 3.75 -1.58 2.19
H 4.32 -3.46 0.70
H 4.65 -3.06 -1.71
H 4.41 -0.78 -2.64
H 3.81 1.09 -1.15
```

---

Entry 5:
Formula: C5H7O2S
Source: the Open Molecules 2025 dataset
Level of theory: ωB97M-V with the def2-TZVPD basis set

Results
Max |F| ... 5.033 eV Å⁻¹
Frontier orbital gap ... 6.458 eV
Net charge ... -1
2S+1 ... 1
Structure (SMILES) ... CC1=[S@@](=O)([O-])CC=C1
HOMO energy ... -0.0901 Ha
ΔE to the lowest compared entry with this formula, charge and spin ... 72.6 kcal per mole

The geometry in XYZ format:
```
15
C5H7O2S | the Open Molecules 2025 dataset | ωB97M-V with the def2-TZVPD basis set
C 0.87 2.05 -0.01
C 0.43 0.65 0.59
S -1.35 0.20 -0.07
O -2.40 0.43 0.91
O -1.80 0.70 -1.38
C -0.92 -1.70 0.14
C 0.54 -1.61 0.06
C 1.12 -0.46 0.18
H 0.62 2.01 -1.17
H 1.97 2.26 0.14
H 0.14 2.74 0.50
H -1.31 -2.46 -0.51
H -1.25 -2.01 1.16
H 1.09 -2.39 -0.44
H 2.25 -0.44 -0.09
```

---

Entry 6:
Formula: C3H11NOS
Source: the Open Molecules 2025 dataset
Level of theory: ωB97M-V with the def2-TZVPD basis set

Results
Max |F| ... 4.224 eV Å⁻¹
Frontier orbital gap ... 8.475 eV
2S+1 ... 1
HOMO energy ... -0.3330 Ha
ΔE to the lowest compared entry with this formula, charge and spin ... 66.3 kcal per mole

The geometry in XYZ format:
```
17
C3H11NOS | the Open Molecules 2025 dataset | ωB97M-V with the def2-TZVPD basis set
C -1.09 -1.39 0.02
C -0.22 -0.06 -0.14
C -0.36 0.68 -1.49
S 0.63 2.18 -1.50
N -0.96 -2.12 1.25
H -0.91 -2.02 -0.84
H -2.22 -1.13 -0.14
H -0.36 0.48 0.81
H 0.78 -0.43 -0.35
H -1.41 0.80 -1.75
H 0.11 0.04 -2.24
H 0.17 2.30 0.35
H -1.46 -1.64 1.99
H 0.02 -2.27 1.52
H 2.12 1.64 0.10
H 2.80 1.79 1.48
O 2.34 1.16 0.92
```

---

Entry 7:
Formula: CH7N4P2
Source: the Open Molecules 2025 dataset
Level of theory: ωB97M-V with the def2-TZVPD basis set

Results
Max |F| ... 4.089 eV Å⁻¹
Frontier orbital gap ... 9.508 eV
Net charge ... +1
2S+1 ... 1
Structure (SMILES) ... N#[PH]N/C(N)=[NH+]\P
HOMO energy ... -0.5249 Ha
ΔE to the lowest compared entry with this formula, charge and spin ... 106.9 kcal per mole

The geometry in XYZ format:
```
14
CH7N4P2 | the Open Molecules 2025 dataset | ωB97M-V with the def2-TZVPD basis set
N 2.77 1.21 1.06
P 2.41 0.70 -0.26
N 1.08 -0.67 -0.08
C -0.19 -0.73 0.18
N -0.83 -1.85 0.50
N -0.96 0.35 -0.07
P -0.67 1.99 -0.54
H 2.21 0.33 -1.48
H 1.63 -1.36 0.38
H -0.37 -2.58 1.10
H -1.83 -1.85 0.36
H -1.92 0.24 -0.08
H -1.74 2.33 0.46
H -1.60 1.88 -1.51
```

---

Entry 8:
Formula: C4H2CoO
Source: the Open Molecules 2025 dataset
Level of theory: ωB97M-V with the def2-TZVPD basis set

Results
Max |F| ... 3.275 eV Å⁻¹
Frontier orbital gap (spin up / spin down) ... 6.574 / 6.096 eV
2S+1 ... 4
HOMO energy (spin up / spin down) ... -0.2971 / -0.2909 Ha
ΔE to the lowest compared entry with this formula, charge and spin ... 48.2 kcal per mole

The geometry in XYZ format:
```
8
C4H2CoO | the Open Molecules 2025 dataset | ωB97M-V with the def2-TZVPD basis set
C 0.98 0.10 -0.74
C -0.53 -0.53 -0.91
C -0.29 0.55 -0.17
C -0.24 0.75 1.41
O -1.17 -0.01 1.88
Co -1.92 -1.03 0.40
H 1.75 -0.57 -0.34
H 1.42 0.73 -1.53
```

---

Entry 9:
Formula: C26H25NRuSi
Source: the Open Molecules 2025 dataset
Level of theory: ωB97M-V with the def2-TZVPD basis set

Results
Max |F| ... 6.262 eV Å⁻¹
Frontier orbital gap (spin up / spin down) ... 5.699 / 6.823 eV
2S+1 ... 5
HOMO energy (spin up / spin down) ... -0.2178 / -0.2927 Ha

The geometry in XYZ format:
```
54
C26H25NRuSi | the Open Molecules 2025 dataset | ωB97M-V with the def2-TZVPD basis set
C 0.18 -1.45 -3.89
C -1.13 -1.33 -3.35
C -1.12 -1.83 -2.02
C 0.20 -2.24 -1.71
C 1.03 -2.02 -2.87
Ru 0.73 -0.14 -2.18
C -1.45 1.56 -2.53
C -0.63 2.73 -3.15
C 0.28 2.96 -4.10
N 1.91 0.24 -0.76
H -1.99 -1.89 -1.36
H -2.01 -0.95 -3.87
H 0.51 -2.77 -0.80
H 2.09 -2.30 -2.98
H 0.50 -1.21 -4.90
H -2.20 0.93 -3.09
H 1.76 0.52 -3.10
H -1.79 1.65 -1.48
H 0.03 3.59 -5.04
H 1.45 2.77 -4.05
C -0.69 4.33 1.90
C 0.31 4.03 0.97
C 0.50 2.72 0.52
C -0.31 1.69 1.02
C -1.30 1.98 1.98
C -1.50 3.29 2.42
Si 0.08 -0.05 0.44
C 1.68 -0.58 1.23
C 2.77 -0.97 0.43
C 4.01 -1.28 0.98
C 4.16 -1.20 2.38
C 3.09 -0.79 3.17
C 1.85 -0.46 2.59
C -1.30 -1.20 1.13
C -0.94 -2.33 1.88
C -1.93 -3.15 2.43
C -3.29 -2.87 2.21
C -3.65 -1.76 1.42
C -2.66 -0.94 0.88
H -0.85 5.35 2.24
H 0.95 4.82 0.57
H 1.25 2.48 -0.24
H -1.92 1.16 2.38
H -2.27 3.51 3.16
H 2.70 -0.99 -0.71
H 4.83 -1.58 0.33
H 5.11 -1.47 2.83
H 3.19 -0.73 4.25
H 1.02 -0.12 3.21
H 0.12 -2.54 2.05
H -1.64 -4.01 3.03
H -4.06 -3.51 2.63
H -4.70 -1.54 1.23
H -2.94 -0.08 0.25
```

---

Entry 10:
Formula: C4H5NO
Source: the Open Molecules 2025 dataset
Level of theory: ωB97M-V with the def2-TZVPD basis set

Results
Max |F| ... 3.583 eV Å⁻¹
Frontier orbital gap ... 10.862 eV
2S+1 ... 1
Structure (SMILES) ... N#CC1COC1
HOMO energy ... -0.3762 Ha
ΔE to the lowest compared entry with this formula, charge and spin ... 77.3 kcal per mole

The geometry in XYZ format:
```
11
C4H5NO | the Open Molecules 2025 dataset | ωB97M-V with the def2-TZVPD basis set
N 2.67 -1.31 0.06
C 1.70 -0.69 0.25
C 0.38 -0.21 -0.02
C -1.03 -0.45 0.59
O -1.52 0.74 -0.03
C -0.21 1.17 -0.43
H 0.73 -0.94 -0.89
H -1.19 -0.41 1.68
H -1.48 -1.36 0.19
H 0.07 2.10 0.10
H -0.13 1.34 -1.50
```

---

Entry 11:
Formula: C4H8NO
Source: the Open Molecules 2025 dataset
Level of theory: ωB97M-V with the def2-TZVPD basis set

Results
Max |F| ... 9.341 eV Å⁻¹
Frontier orbital gap (spin up / spin down) ... 9.139 / 9.485 eV
Net charge ... +1
2S+1 ... 1
Structure (SMILES) ... C=[N+]1CCCO1
HOMO energy (spin up / spin down) ... -0.5503 / -0.5506 Ha
ΔE to the lowest compared entry with this formula, charge and spin ... 115.9 kcal per mole

The geometry in XYZ format:
```
14
C4H8NO | the Open Molecules 2025 dataset | ωB97M-V with the def2-TZVPD basis set
C 0.06 1.78 1.70
N -0.01 0.58 0.58
C 1.01 -0.26 0.02
C 0.22 -1.17 -0.88
C -1.12 -0.46 -0.95
O -1.21 0.33 0.24
H -0.86 2.22 1.88
H 1.03 1.71 2.18
H 1.57 -0.77 0.83
H 1.74 0.34 -0.47
H 0.61 -1.18 -1.85
H 0.25 -2.23 -0.73
H -1.13 0.22 -1.74
H -2.16 -1.11 -0.81
```

---

E: -723.05337 -2231.31397 -8252.18432 -2461.11528 -743.30559 -648.97635 -943.63858 -1611.30231 -1444.42342 -285.29135 -286.75782 (Eh)